{
  "formula": "C57H166O26",
  "method": "ωB97M-V/def2-TZVPD",
  "total_charge": 0,
  "largest_force_ha_per_bohr": 0.069,
  "homo_lumo_gap_ev": 9.955,
  "total_energy_ev": -115033.1120,
  "species": ["O", "H", "H", "O", "H", "H", "O", "H", "H", "O", "H", "H", "O", "H", "H", "O", "H", "H", "O", "H", "H", "C", "C", "C", "O", "H", "H", "H", "H", "H", "H", "H", "H", "C", "C", "C", "O", "H", "H", "H", "H", "H", "H", "H", "H", "C", "C", "C", "O", "H", "H", "H", "H", "H", "H", "H", "H", "C", "C", "C", "O", "H", "H", "H", "H", "H", "H", "H", "H", "C", "C", "C", "O", "H", "H", "H", "H", "H", "H", "H", "H", "C", "C", "C", "O", "H", "H", "H", "H", "H", "H", "H", "H", "C", "C", "C", "O", "H", "H", "H", "H", "H", "H", "H", "H", "C", "C", "C", "O", "H", "H", "H", "H", "H", "H", "H", "H", "C", "C", "C", "O", "H", "H", "H", "H", "H", "H", "H", "H", "C", "C", "C", "O", "H", "H", "H", "H", "H", "H", "H", "H", "C", "C", "C", "O", "H", "H", "H", "H", "H", "H", "H", "H", "C", "C", "C", "O", "H", "H", "H", "H", "H", "H", "H", "H", "C", "C", "C", "O", "H", "H", "H", "H", "H", "H", "H", "H", "C", "C", "C", "O", "H", "H", "H", "H", "H", "H", "H", "H", "C", "C", "C", "O", "H", "H", "H", "H", "H", "H", "H", "H", "C", "C", "C", "O", "H", "H", "H", "H", "H", "H", "H", "H", "C", "C", "C", "O", "H", "H", "H", "H", "H", "H", "H", "H", "C", "C", "C", "O", "H", "H", "H", "H", "H", "H", "H", "H", "C", "C", "C", "O", "H", "H", "H", "H", "H", "H", "H", "H"],
  "xyz": [[1.655215, 2.243352, 5.163837], [2.318575, 1.595292, 4.926787], [0.828965, 1.859452, 4.870287], [-3.827545, -1.085398, -0.726903], [-2.882365, -0.934258, -0.723333], [-4.054675, -1.206688, 0.195017], [-6.474675, -0.998628, -1.814183], [-6.446705, -0.565258, -2.667203], [-5.557875, -1.179258, -1.606593], [-6.390005, 0.797722, 0.138347], [-6.450085, 0.050902, -0.457383], [-6.005415, 1.496492, -0.390843], [-4.750915, 1.443642, -3.937973], [-3.985645, 1.522532, -4.507503], [-5.142655, 0.603722, -4.177353], [1.625065, 5.332952, 4.902397], [1.077965, 5.751822, 5.566827], [1.508965, 4.394752, 5.052527], [-2.363435, 1.028332, 2.774527], [-2.644825, 1.843342, 3.190217], [-3.173845, 0.539232, 2.632267], [4.765685, -3.979678, -3.248583], [4.337695, -5.026188, -2.262423], [2.874735, -5.463928, -2.420823], [5.074965, -6.207518, -2.418413], [5.731365, -3.504268, -3.076653], [4.026725, -3.189908, -3.383893], [4.831805, -4.484728, -4.212243], [4.583235, -4.622258, -1.280253], [2.648695, -5.804768, -3.431183], [2.167465, -4.680688, -2.148033], [2.680205, -6.292798, -1.740223], [5.090595, -6.379208, -3.362803], [-0.706895, 3.640142, 7.507807], [-2.213465, 3.500622, 7.508777], [-2.596755, 2.163172, 6.915697], [-2.760125, 3.633162, 8.819997], [-0.482595, 4.677112, 7.757777], [-0.179835, 3.372462, 6.592027], [-0.315555, 3.084242, 8.359817], [-2.791485, 4.268552, 6.994707], [-2.029735, 1.296732, 7.256087], [-2.288885, 2.103372, 5.871797], [-3.668235, 1.963592, 6.929917], [-2.500155, 4.516202, 9.092497], [1.899845, 3.914262, -3.252883], [0.656575, 4.798492, -2.987523], [-0.062375, 4.433812, -1.661803], [1.113375, 6.121422, -2.828463], [1.631285, 2.889852, -3.510883], [2.546745, 3.988682, -2.378763], [2.489655, 4.240732, -4.109403], [0.009505, 4.753482, -3.863523], [0.497035, 4.324662, -0.732693], [-0.644765, 3.525812, -1.818243], [-0.885265, 5.117112, -1.451903], [1.796465, 6.142402, -2.154263], [0.858455, 1.022672, 0.757567], [-0.229735, 0.391322, -0.173013], [0.423805, -0.583038, -1.109493], [-1.212615, -0.263208, 0.632747], [0.486215, 1.855962, 1.353517], [1.746835, 1.314972, 0.197707], [1.175505, 0.239612, 1.446337], [-0.684545, 1.165802, -0.790613], [0.824005, -1.437038, -0.563043], [1.179545, -0.074158, -1.707823], [-0.265365, -0.962558, -1.863893], [-1.505075, 0.305752, 1.348537], [6.577005, 5.325022, 2.836287], [6.272795, 3.899732, 3.350667], [4.728375, 3.605892, 3.222857], [6.839265, 3.000482, 2.442347], [7.509675, 5.743732, 3.214317], [5.764115, 6.011752, 3.072317], [6.704275, 5.344182, 1.753917], [6.687555, 3.639522, 4.324507], [4.698935, 2.567832, 3.554017], [4.295955, 3.670322, 2.224377], [4.094245, 4.076622, 3.974117], [6.968205, 2.198842, 2.954557], [2.377665, -4.533388, 1.994157], [2.420815, -4.874878, 3.484237], [1.283095, -5.759108, 3.853397], [3.645715, -5.518808, 3.728007], [2.276575, -5.466358, 1.439657], [3.275635, -4.026668, 1.640627], [1.543725, -3.867488, 1.772347], [2.350605, -4.026608, 4.165137], [0.310675, -5.362168, 3.561957], [1.244675, -5.960138, 4.924007], [1.483245, -6.695798, 3.333147], [3.596575, -6.417158, 3.393107], [-2.306375, -4.206478, 1.295417], [-3.646385, -4.459658, 0.617967], [-3.390275, -4.752788, -0.874133], [-4.275195, -5.584498, 1.054127], [-2.358205, -4.136348, 2.381927], [-1.900045, -3.250528, 0.965027], [-1.642815, -5.023928, 1.013337], [-4.310905, -3.619958, 0.821457], [-2.687815, -5.570178, -1.036943], [-2.982235, -3.892428, -1.404593], [-4.349975, -4.977258, -1.339653], [-5.086845, -5.791108, 0.584937], [-5.205305, -6.023798, -5.171313], [-4.894405, -4.567218, -4.602973], [-3.945935, -3.682738, -5.387473], [-6.133375, -3.897388, -4.655683], [-5.225555, -6.047538, -6.260873], [-6.169575, -6.416268, -4.848443], [-4.448485, -6.745448, -4.863843], [-4.519815, -4.664408, -3.583983], [-3.705965, -2.757968, -4.862753], [-4.213155, -3.401528, -6.406113], [-3.035315, -4.216738, -5.658983], [-6.872385, -4.472238, -4.443533], [-1.954305, -1.989338, -8.563893], [-0.588025, -2.163578, -7.951023], [-0.624395, -2.598678, -6.492483], [-0.104765, -3.200428, -8.792113], [-2.643395, -1.269298, -8.122533], [-2.483035, -2.927808, -8.730673], [-1.823605, -1.575778, -9.563883], [0.088865, -1.309568, -7.975233], [-1.189925, -1.866048, -5.916693], [0.349155, -2.704228, -6.013793], [-1.053305, -3.598948, -6.432533], [-0.768125, -3.891988, -8.734613], [2.795785, 5.666492, 0.927757], [2.515355, 6.900922, 0.129097], [3.034485, 8.219502, 0.740297], [3.105635, 6.706462, -1.086693], [2.375075, 4.742282, 0.531597], [2.494065, 5.871952, 1.954817], [3.859285, 5.430842, 0.967067], [1.426235, 6.907252, 0.085797], [2.438095, 8.474402, 1.616327], [2.966215, 9.002122, -0.015323], [4.091535, 8.089712, 0.972437], [4.038755, 6.892992, -0.959843], [-0.335565, -7.847178, -2.440123], [-1.141605, -7.471738, -3.633793], [-0.885895, -6.089588, -4.117383], [-0.787895, -8.530008, -4.556853], [-0.566165, -7.340718, -1.502883], [0.715075, -7.735958, -2.708243], [-0.364515, -8.910938, -2.204183], [-2.184695, -7.566828, -3.332093], [-1.000375, -5.346678, -3.328033], [-1.623685, -5.882958, -4.892663], [0.141265, -6.124508, -4.480483], [-1.454325, -9.215208, -4.467483], [5.037995, -0.082168, 0.583887], [5.747435, 0.889352, -0.413033], [4.751915, 1.952012, -0.867093], [6.893025, 1.543232, 0.073207], [4.059205, -0.391678, 0.217477], [5.012265, 0.498842, 1.505777], [5.591875, -0.974618, 0.875167], [6.225345, 0.337722, -1.222613], [4.356635, 2.491502, -0.006393], [3.983165, 1.388982, -1.396353], [5.201285, 2.531812, -1.673323], [6.626235, 2.097362, 0.810337], [-0.918235, 2.076602, -6.864083], [-1.738095, 1.383612, -5.874723], [-1.335115, 1.396062, -4.404343], [-3.039535, 1.944872, -6.004153], [0.084025, 1.650862, -6.912103], [-0.792915, 3.133552, -6.629003], [-1.239085, 1.999192, -7.902913], [-1.733195, 0.316722, -6.097933], [-0.314705, 1.073472, -4.197453], [-1.995815, 0.762282, -3.812813], [-1.365405, 2.418662, -4.028233], [-2.898655, 2.860752, -6.254983], [-1.093905, -1.528818, 5.599207], [0.015915, -1.226608, 4.558227], [-0.232505, -1.818838, 3.137077], [0.012715, 0.200662, 4.382647], [-1.015805, -2.591018, 5.830987], [-2.097015, -1.452498, 5.179627], [-1.004285, -0.840718, 6.439787], [0.962015, -1.510338, 5.019187], [0.631245, -1.551278, 2.528447], [-1.190595, -1.446188, 2.774747], [-0.347235, -2.899058, 3.226847], [-0.772195, 0.359692, 3.853277], [4.515315, -0.479088, 5.422057], [5.648885, -0.096568, 6.349697], [5.441195, -0.409078, 7.820457], [6.834855, -0.799718, 5.908207], [4.574675, -1.519538, 5.102607], [4.477045, 0.031652, 4.459877], [3.613105, -0.180958, 5.956137], [5.940185, 0.953302, 6.317857], [6.390505, -0.669848, 8.288347], [4.735615, -1.235508, 7.905737], [5.051085, 0.503012, 8.272117], [6.685885, -1.658038, 6.311547], [-6.687415, -0.619938, 3.284107], [-5.133245, -0.656498, 3.399027], [-4.652135, -1.994328, 3.839677], [-4.631855, -0.314598, 2.120297], [-7.094355, -1.460448, 2.721917], [-7.119635, 0.254122, 2.796967], [-7.157655, -0.741358, 4.259927], [-4.826075, 0.064972, 4.156147], [-3.600595, -2.063208, 3.561087], [-5.105555, -2.873668, 3.382207], [-4.775375, -2.151158, 4.911277], [-5.189945, 0.182532, 1.517817], [-4.950055, 4.352622, -0.176723], [-4.489145, 3.427112, -1.330383], [-3.381655, 2.432382, -0.954353], [-5.522885, 2.598222, -1.629053], [-5.503075, 3.838082, 0.609107], [-5.668995, 5.012882, -0.661763], [-4.077395, 4.842452, 0.255287], [-4.201175, 4.043682, -2.181853], [-3.549655, 1.725742, -0.141613], [-2.440375, 2.965602, -0.821063], [-3.189165, 1.781802, -1.807473], [-5.151075, 2.100862, -2.361163], [-1.185845, 4.413102, 2.556547], [-2.067115, 4.466422, 3.839547], [-2.600015, 5.899202, 4.058717], [-3.201125, 3.610892, 3.870497], [-1.650095, 4.849222, 1.672027], [-0.955465, 3.368252, 2.348417], [-0.304445, 5.037742, 2.701657], [-1.453995, 4.217402, 4.705677], [-1.806815, 6.627522, 3.889947], [-3.015955, 6.018672, 5.059127], [-3.445705, 6.110642, 3.404347], [-3.859975, 3.899762, 4.506157], [3.253995, -0.038558, -4.188723], [3.781505, -0.176978, -5.701913], [4.477715, 1.097322, -6.217453], [4.723625, -1.189748, -5.648653], [3.355175, -0.919048, -3.554203], [2.192195, 0.207742, -4.192093], [3.817905, 0.723002, -3.650083], [2.913525, -0.464668, -6.295153], [5.065885, 0.889832, -7.111383], [5.223035, 1.498412, -5.530633], [3.859955, 1.972532, -6.418653], [5.515255, -0.808348, -5.262063]],
  "forces_ev_per_a": [[0.3180, 1.0072, 0.3342], [0.0931, -0.1412, -0.1247], [-0.2766, -0.6635, -0.1336], [-0.4235, -0.2448, -0.6108], [0.4814, 0.1678, 0.2175], [-0.0249, 0.0714, 0.6043], [-0.5111, -0.3605, -0.2140], [-0.1746, 0.0906, -0.1540], [0.8844, -0.2325, 0.0494], [0.0186, -0.1645, 1.9338], [-0.3501, -0.3044, -0.5077], [0.1634, 0.6313, -0.5488], [-0.4851, -0.2809, 0.5501], [0.4253, 0.3881, -0.6949], [-0.1429, -0.1686, -0.1164], [0.0177, 0.4297, -0.2506], [-0.0879, 0.1560, 0.1814], [0.1519, -0.7472, 0.0094], [1.1755, -0.0288, 0.2852], [-0.1925, 0.7783, 0.2458], [-0.9273, -0.5970, -0.4827], [-0.1877, 0.2296, -1.0677], [-0.7272, 0.1064, 0.1559], [-0.1576, 0.6342, 0.7918], [1.1249, -0.4613, 0.1234], [0.0187, -0.2281, 0.3243], [-0.0603, 0.0202, 0.1566], [0.0352, 0.1451, -0.3819], [-0.4099, -0.3844, 0.3745], [0.1816, 0.0844, -0.1408], [-0.0744, 0.1967, -0.1444], [0.0976, -0.0628, -0.0361], [0.1387, -0.2632, -0.1397], [-0.0183, 1.0422, 0.6753], [-0.7095, -0.9060, -0.3045], [0.0301, -0.5957, -0.7526], [0.4014, -0.3936, 0.4150], [0.3100, 0.2605, -0.1710], [-0.2316, -0.1126, 0.0447], [0.0324, -0.3725, -0.2025], [0.6463, 0.2624, -0.9641], [-0.1547, 0.1130, 0.9734], [-0.1841, 0.5951, -0.3434], [0.0251, -0.0252, 0.2652], [-0.1131, 0.0912, 0.3839], [-0.5409, 0.0062, -0.1557], [1.4962, -0.1139, 1.5336], [-1.4590, -0.7674, -1.1027], [-0.6293, 0.6956, -1.0012], [-0.0314, -0.2703, 0.5010], [0.0578, -0.4072, 0.0734], [-0.1855, 0.4773, -0.0413], [-0.3384, 0.1705, 0.2271], [0.5787, 0.0527, -0.3846], [0.3101, -0.5888, 0.1173], [0.2476, 0.6055, -0.1256], [0.4149, 0.0433, 0.0130], [-0.5068, -0.6504, -0.4389], [0.8025, 0.8072, 1.0785], [-0.2978, -0.4127, -0.4299], [0.2568, -0.6146, -1.3157], [-0.0475, 0.0508, -0.1068], [-0.0918, 0.2575, -0.1083], [0.0249, 0.0079, 0.1087], [-0.2527, 0.2947, 0.0863], [0.2560, 0.0224, -0.0451], [0.3285, -0.0200, 0.2781], [-0.3472, -0.1752, 0.1195], [-0.1116, 0.6052, 0.2586], [0.2620, -0.0402, 0.4563], [-2.1623, 1.4117, -1.5560], [0.8760, -0.6791, 1.8995], [1.2227, -0.8932, -0.4051], [0.0057, -0.0908, 0.2524], [0.0330, -0.0174, 0.1781], [-0.2321, -0.4104, -0.0947], [-0.3815, 0.6209, 0.3318], [-0.3790, -0.4422, -0.3371], [0.4293, 0.2413, 0.0644], [0.0196, 0.6193, -0.2180], [0.2566, -0.4224, -0.3256], [-0.2633, 0.6269, 0.2754], [0.0296, 0.4387, -0.6568], [-0.4879, -0.7617, 0.2055], [0.7531, -0.0025, 0.7902], [-0.1063, -0.0053, -0.1505], [0.1422, -0.0745, 0.2521], [-0.2225, -0.1511, -0.1462], [0.5055, 0.4738, -0.3377], [0.0233, -0.0143, -0.1846], [0.1295, -0.0194, 0.0215], [-0.5209, -0.3359, -0.0282], [-0.0123, -0.1241, -0.0866], [-0.3089, -0.2838, 0.2246], [0.9085, 0.8238, -1.7905], [-0.1401, 1.4681, -0.2991], [-0.5738, -2.5109, 2.4561], [-0.2251, -0.2156, 0.0719], [0.0473, -0.0381, -0.2661], [0.2635, 0.0723, 0.1557], [0.0598, 0.5309, -0.5245], [-0.1491, -0.1984, 0.3784], [-0.0017, 0.2039, -0.0447], [0.0068, -0.1551, -0.1620], [0.1189, 0.3597, -0.1835], [1.2855, 0.7568, 0.0065], [-1.2523, -1.4831, -1.2980], [0.9650, -0.5446, -0.8067], [-0.5987, 1.1357, 0.2978], [0.0147, 0.2770, -0.0708], [-0.0216, 0.2668, 0.3352], [0.1129, -0.0280, 0.0735], [-0.0515, 0.0285, 0.1794], [0.0538, -0.1627, 0.1781], [-1.1163, 0.0153, 0.1152], [0.3926, -0.0874, 0.8145], [0.1899, -0.1232, 0.1706], [-0.8975, 1.9977, -0.5438], [-0.6037, -1.1654, 0.3767], [0.0550, -0.2357, 0.0508], [1.7237, -0.2097, 0.1121], [-0.0268, -0.0872, 0.5977], [0.0585, -0.1489, 0.4644], [0.1942, -0.1247, -0.1847], [-0.1666, 0.1205, -0.7634], [-0.2234, -0.2126, 0.1670], [0.2594, 0.2248, -0.3101], [-0.4212, 0.1028, 0.1727], [0.1365, -0.2358, -0.1027], [0.7194, -0.1467, 1.5070], [-0.3652, 0.0614, 1.9762], [-0.5049, -0.8398, -0.3030], [0.4516, 0.2186, -2.3980], [-0.5673, 0.2482, -0.0320], [-0.2193, -0.5785, 0.2336], [0.3329, 0.3780, -0.0046], [-0.1458, 0.5079, -0.8516], [0.3242, 0.1641, 0.0875], [-0.1998, 0.0555, 0.0907], [0.0717, 0.0778, 0.3667], [0.2063, -0.1206, -0.3471], [1.2477, -0.2651, 1.2313], [-0.6265, -1.7877, 1.4503], [0.0949, -0.3739, -0.7029], [-0.5036, 0.9907, -0.9670], [0.0576, 0.4278, -0.1077], [0.2127, 0.4604, 0.2221], [-0.5835, -0.1136, -0.1689], [-0.4110, -0.0550, -0.3413], [0.0890, -0.1373, 0.0859], [0.3715, 0.2965, -0.2929], [-0.0125, 0.6201, -0.3200], [0.0335, -0.0298, -0.0631], [1.1053, 0.7175, 0.0173], [0.1473, -0.3914, -0.0448], [0.1522, -1.5363, -1.1464], [0.3356, -0.3215, 0.6914], [-0.0752, 0.2268, 0.1827], [-0.7609, 0.0205, 0.2458], [0.2958, -0.0271, -0.4561], [-0.8217, -0.2277, -0.5244], [-0.0006, 0.2522, -0.2529], [-0.6956, 0.2198, 0.2637], [0.0991, 0.6239, 0.5139], [0.1521, 0.4528, 0.3483], [2.3975, 0.4902, -0.9112], [-0.4103, -1.0343, 0.8052], [0.5662, 0.8522, 0.0946], [-0.5853, -0.5987, 0.2519], [0.2761, 0.0592, 0.2615], [-0.0128, 0.1956, 0.0858], [-0.6373, -0.1023, 0.1829], [-0.7114, -0.0954, -0.5816], [0.1175, -0.2844, -0.3516], [-0.1165, 0.0925, -0.0457], [-0.2441, 0.1353, 0.2084], [-0.2829, 0.1858, 0.0167], [0.4064, -0.7249, -1.1282], [-1.6101, 0.5882, -0.1158], [0.3244, -0.3852, 2.0459], [0.6011, -0.0585, 0.0866], [0.0946, 0.0046, 0.7230], [-0.0022, 0.4389, -0.2198], [0.1065, -0.3982, 0.1289], [0.2146, 0.0572, -0.3589], [-0.3994, -0.1172, -0.2982], [0.2982, 0.1715, -0.2325], [0.2350, -0.1709, -0.2111], [-0.4904, 0.4456, -0.3335], [-0.4831, 0.8380, 0.0662], [1.7601, -0.2295, -0.5426], [-0.6009, 0.1517, -0.3386], [-0.2770, 0.1611, 0.1309], [-0.2806, -0.2373, 0.7079], [0.4386, 0.4737, 0.0556], [-0.5299, -0.5873, -0.2004], [-0.2692, 0.1470, -0.4993], [-0.0684, 0.1163, 0.0029], [-0.0537, -0.0151, 0.3887], [-0.2288, -0.3113, 0.4331], [0.5307, -0.4642, -0.2586], [-0.1236, -0.3961, 0.5773], [-3.2083, 0.4529, -0.6805], [0.8207, -0.9751, -0.1109], [2.1732, -0.8802, 0.1727], [0.4641, -0.2287, -0.2762], [0.4462, 0.2914, 0.1452], [0.0965, 0.2401, 0.2357], [0.1885, 0.3850, -0.0942], [0.2668, -0.0703, 0.3480], [-0.3996, 0.2723, -0.4091], [0.1704, 0.2769, 0.0693], [-1.2591, 0.5644, -0.2267], [0.2376, -0.4189, -1.0401], [1.3130, -0.1191, 2.8718], [1.5142, 0.8240, -0.5530], [-2.3952, -0.3089, -1.0259], [0.2387, -0.3758, -0.0615], [0.1811, 0.5496, 0.3694], [-0.2424, 0.3850, -0.0318], [0.2301, 0.1112, -0.1614], [-0.4453, 0.5196, 0.3235], [0.1923, -0.0457, 0.4546], [-0.0938, -0.0185, -0.2898], [-0.5921, -0.7334, -0.7553], [-1.0670, -0.3805, 0.5782], [-0.2149, 2.0758, 0.1718], [0.1922, -0.2754, -0.0250], [0.2209, -1.1770, -1.1889], [-0.5427, -0.1659, 0.0552], [0.3920, 0.1058, -0.1452], [0.2241, -0.4254, 0.3886], [0.3786, -0.1214, -0.0272], [-0.1110, 0.1209, 0.1225], [0.2627, 0.0095, 0.2746], [0.1982, -0.0679, -0.4193], [0.1994, 0.2062, 0.0990], [-0.1260, 0.7146, -0.9805], [-0.3564, 1.2504, 2.6934], [-0.0450, 0.3333, -0.1404], [0.7423, -1.3318, -0.8478], [0.1101, -0.4503, -0.6431], [-0.0621, 0.3320, 0.1560], [-0.0985, 0.3384, -0.1342], [0.3701, -0.2197, -0.3609], [-0.3285, -0.2303, -0.2509], [0.0136, -0.3558, 0.5701], [-0.4601, -0.2558, -0.0831], [0.1851, -0.1098, 0.0515]],
  "mulliken_charge": [-0.60, 0.15, 0.48, 0.89, -0.45, -0.27, -0.76, 0.26, 0.27, -0.69, 0.42, 0.36, -0.61, 0.26, 0.24, -0.58, 0.28, 0.30, 1.32, -0.33, -0.48, -0.89, 0.19, -1.04, -0.58, 0.36, -0.11, 0.34, 0.29, 0.38, 0.33, 0.31, 0.38, -1.01, 1.00, -1.14, -0.61, 0.36, -0.13, 0.43, -0.05, 0.43, 0.05, 0.41, 0.35, -0.76, 0.31, 0.12, -0.65, 0.05, 0.10, 0.41, 0.31, -0.23, -0.39, 0.51, 0.24, -0.48, 2.67, -1.91, 1.47, -0.41, 0.32, -0.17, -1.33, 0.25, 0.39, 0.35, -0.97, -1.45, 0.32, 0.34, -0.59, 0.37, 0.31, 0.34, 0.38, -0.47, -0.55, 0.54, 0.26, -0.81, 0.72, -1.33, -0.58, 0.31, 0.30, 0.10, -0.01, 0.21, 0.32, 0.45, 0.38, -0.91, 0.94, -1.39, -0.64, 0.31, -0.07, 0.47, -0.20, 0.27, 0.26, 0.49, 0.39, -1.29, 1.76, -1.12, -0.54, 0.36, 0.47, 0.18, -0.81, 0.27, 0.41, 0.01, 0.33, -1.30, 0.39, -0.39, -0.58, 0.29, 0.37, 0.37, 0.24, 0.10, 0.37, -0.17, 0.39, -0.55, 0.56, -1.61, -0.67, 0.08, 0.27, 0.12, 0.29, 0.39, 0.44, 0.31, 0.39, -1.17, 0.52, -0.76, -0.59, 0.22, 0.22, 0.37, 0.17, 0.24, 0.01, 0.36, 0.37, -0.75, 0.07, 0.15, -0.60, 0.22, -0.09, 0.35, 0.40, -0.25, -0.28, 0.46, 0.46, -1.58, 1.75, -0.60, -0.58, 0.31, 0.46, 0.37, -0.89, 0.00, 0.18, 0.08, 0.35, -1.54, 0.40, 0.95, 0.16, 0.48, 0.06, 0.33, 0.31, -0.16, -0.82, -0.09, -0.32, -0.53, 0.50, -1.59, -0.57, 0.28, 0.08, 0.17, 0.12, 0.44, 0.33, 0.39, 0.36, -1.70, 1.20, -0.92, -0.41, 0.35, 0.40, 0.43, -0.14, -0.16, 0.34, 0.43, -0.05, -1.43, 0.44, 0.38, -0.64, 0.24, 0.41, 0.30, 0.38, -0.17, -0.22, -0.12, 0.47, -1.01, 1.85, -1.75, -0.51, 0.38, -0.45, 0.52, -0.71, 0.39, 0.42, 0.39, 0.29, 0.09, 0.34, -1.42, -0.56, 0.12, -0.31, 0.13, 0.17, 0.41, 0.36, 0.33, 0.36]
}